Entry 1:
Density functional theory data (ωB97M-V with the def2-TZVPD basis set) for a molecular structure, C11H20N3P2Tl at a distorted geometry.

Output
**HOMO-LUMO gap (spin up / spin down)**: 3.96 / 3.96 eV
**Strongest force on any atom**: 2.00 eV/A
**Net charge**: 0
**Spin multiplicity**: 1
**Lowest unoccupied orbital energy (spin up / spin down)**: -0.0465 / -0.0464 Eh

The geometry in XYZ format:
```
37
Properties=species:S:1:pos:R:3:lowdin_charge:R:1
C -4.3344 1.8432 -1.5951 -0.2196
C -4.6479 0.5377 -2.0796 -0.2081
C -4.6446 -0.3578 -0.9660 -0.2029
C -4.3478 0.3989 0.2123 -0.2247
C -4.1098 1.7521 -0.1687 -0.2206
Tl 0.0064 2.2490 -1.4151 0.4485
P 1.1777 4.7340 -0.8255 0.5396
H -4.2806 2.7549 -2.1817 0.0484
H -4.8544 0.2695 -3.1124 0.0572
H -4.8431 -1.4296 -0.9970 0.0575
H -3.8321 2.5785 0.4907 0.0442
H -4.2897 -0.0030 1.2215 0.0519
H 0.6514 5.5152 0.2652 -0.1110
H 1.0613 5.6713 -1.9173 -0.1057
H 2.5929 4.8185 -0.5437 -0.1159
C 2.4844 -1.7225 2.1151 -0.1699
N 1.0816 -2.0815 1.7941 -0.1607
C 1.0653 -2.9649 0.6022 -0.1637
N 1.7392 -2.3569 -0.5699 -0.1613
C 3.1272 -1.9908 -0.2012 -0.1689
N 3.1927 -1.0861 0.9756 -0.1618
C 2.6416 0.2408 0.6688 -0.3424
P 0.8485 0.1600 0.1869 0.8020
C 0.2409 -0.8965 1.6067 -0.3067
C 0.9935 -1.2155 -1.0956 -0.3299
H 3.0150 -2.6557 2.3705 0.1286
H 2.4794 -1.0216 2.9631 0.1258
H 0.0207 -3.1821 0.3418 0.1315
H 1.6025 -3.8893 0.8690 0.1286
H 3.6023 -1.4909 -1.0550 0.1247
H 3.6690 -2.9168 0.0531 0.1286
H 2.7370 0.8814 1.5569 0.0892
H 3.2305 0.6998 -0.1383 0.0874
H -0.7980 -1.2009 1.4133 0.1002
H 0.2500 -0.2934 2.5256 0.0934
H 1.4949 -0.8192 -1.9926 0.0846
H -0.0235 -1.5298 -1.3776 0.1020
```

Entry 2:
Density functional theory data (ωB97M-V with the def2-TZVPD basis set) for a single C11H20N4O4 molecule at a distorted geometry.

Output
**SMILES string**: CNC(=O)[C@@H](CCC(N)=O)NC(=O)[C@@H](C)NC(C)=O
**HOMO-LUMO gap**: 9.66 eV
**Strongest force on any atom**: 5.08 eV/A
**Net charge**: 0
**Spin multiplicity**: 1
**Relative energy (zero: lowest compared OMol25 entry of this formula, charge and spin)**: 182.94 kJ/mol
**Lowest unoccupied orbital energy**: 0.0256 Eh

The geometry in XYZ format:
```
39
Properties=species:S:1:pos:R:3:lowdin_charge:R:1
C -3.5052 -2.4490 1.4595 -0.0353
N -2.5591 -1.5606 0.7875 0.0366
C -2.4377 -1.3747 -0.5315 -0.4662
O -3.1061 -1.9283 -1.3787 0.0654
C -1.3749 -0.2609 -0.9030 -0.1564
C -2.0278 1.1148 -0.6626 -0.1012
C -1.8230 2.1862 -1.7642 -0.0865
C -0.4592 2.7636 -1.9193 -0.6242
N -0.2399 3.5243 -2.9236 0.1715
O 0.5037 2.4869 -1.2474 0.0666
N -0.0154 -0.2839 -0.3909 0.1163
C 0.4626 0.0604 0.7538 -0.4580
O -0.2268 0.1540 1.7681 0.0317
C 2.0572 0.3996 0.7392 -0.1969
C 2.4162 1.6886 1.5775 -0.0397
N 2.8148 -0.8191 1.1537 0.0937
C 2.8293 -1.8822 0.3557 -0.5904
C 3.5086 -2.9746 1.0172 -0.0157
O 2.4440 -1.8798 -0.8164 0.0436
H -3.1641 -2.4780 2.4835 0.0809
H -3.6498 -3.3752 1.0045 0.0638
H -4.4626 -1.8904 1.5191 0.0951
H -2.0404 -0.8672 1.2737 0.0916
H -1.1723 -0.5346 -1.9003 0.1377
H -1.6557 1.6104 0.2252 0.1190
H -3.0577 0.9811 -0.5798 0.0973
H -2.1090 1.7273 -2.7035 0.1243
H -2.3988 3.1021 -1.5023 0.1389
H 0.7617 3.6805 -3.0434 0.1369
H -0.9004 3.9777 -3.5313 0.1199
H 0.7823 -0.4979 -0.9812 0.1237
H 2.2914 0.5684 -0.3272 0.1318
H 2.0655 1.6279 2.6289 0.0724
H 3.4985 1.7126 1.6992 0.0640
H 1.9542 2.6720 1.2772 0.0912
H 3.0266 -1.0838 2.1310 0.1623
H 4.5248 -2.7159 1.3387 0.1024
H 3.5766 -3.7009 0.1893 0.0989
H 2.8682 -3.4813 1.7243 0.0929
```

Entry 3:
Density functional theory data (ωB97M-V with the def2-TZVPD basis set) for 2 unconnected molecules or ions with the total composition C11H20NOSi at a distorted geometry.

Output
**HOMO-LUMO gap (spin up / spin down)**: 7.58 / 7.58 eV
**Strongest force on any atom**: 5.29 eV/A
**Net charge**: +1
**Spin multiplicity**: 1
**Relative energy (zero: lowest compared OMol25 entry of this formula, charge and spin)**: 507.62 kJ/mol
**Lowest unoccupied orbital energy (spin up / spin down)**: -0.2162 / -0.2163 Eh

The geometry in XYZ format:
```
34
Properties=species:S:1:pos:R:3:lowdin_charge:R:1
C -0.4494 1.3154 2.3532 0.0852
C -0.7961 1.0855 1.0429 -0.1550
C -1.3865 1.5994 3.4745 -0.1767
C -2.2297 0.8776 0.6750 -0.1749
C -2.8322 1.3886 3.1287 -0.1542
C -3.0911 1.7744 1.5991 -0.1402
C 3.3035 -1.9319 -1.8477 -0.2406
C 2.4264 -2.5447 -2.8938 -0.2898
C 2.4410 -1.3573 -0.6918 -0.2513
C 1.2153 -1.6195 -3.1407 -0.2643
C 0.1168 0.6456 -1.2672 -0.1392
N 0.2687 1.0946 0.0492 -0.2055
O 1.3681 1.4919 0.3957 0.1079
Si 0.7085 -1.2472 -1.3579 0.6897
H 0.5737 1.3384 2.5356 0.1087
H -1.2317 0.9583 4.2673 0.0974
H -1.0994 2.6347 3.9319 0.1809
H -2.2889 1.0883 -0.3949 0.0568
H -2.5785 -0.3330 0.7788 0.1985
H -3.1091 0.3227 3.3200 0.1317
H -3.3251 2.1820 3.7953 0.1428
H -2.6102 2.7136 1.4161 0.1131
H -4.0150 1.6753 1.1160 0.0961
H 3.9292 -2.7076 -1.5361 0.0958
H 3.8070 -1.1992 -2.4377 0.1101
H 2.7382 -2.7141 -3.8725 0.0917
H 2.0527 -3.5486 -2.5558 0.1303
H 2.4517 -1.8833 0.2905 0.0826
H 2.7861 -0.2433 -0.3830 0.1167
H 1.6362 -0.6167 -3.6020 0.1250
H 0.3926 -1.9512 -3.8113 0.0824
H 0.5596 1.3115 -1.9928 0.0969
H -1.3969 0.4462 -1.6584 0.2548
H -0.3355 -2.0461 -0.7262 -0.0037
```

Entry 4:
Density functional theory data (ωB97M-V with the def2-TZVPD basis set) for 2 unconnected molecules or ions with the total composition C11H20NSi at a distorted geometry.

Output
**HOMO-LUMO gap (spin up / spin down)**: 9.15 / 7.01 eV
**Strongest force on any atom**: 3.81 eV/A
**Net charge**: +1
**Expectation value of S²**: 2.005
**Spin multiplicity**: 3
**Relative energy (zero: lowest compared OMol25 entry of this formula, charge and spin)**: 35.86 kJ/mol
**Lowest unoccupied orbital energy (spin up / spin down)**: -0.0991 / -0.2100 Eh

The geometry in XYZ format:
```
33
Properties=species:S:1:pos:R:3:mulliken_spin:R:1
C 0.2165 -3.2340 -2.6030 0.0233
C 1.4142 -2.5591 -2.3179 0.0041
C -1.0257 -2.7968 -2.1064 -0.0038
C 1.4231 -1.5033 -1.4330 0.1243
C -0.9944 -1.6557 -1.2739 0.0797
C 0.2218 -1.0241 -0.8078 -0.2118
C 1.6081 -0.8754 1.8053 0.0653
C -0.8461 -1.0127 1.8888 0.0499
C -0.5224 2.8962 1.0917 0.0282
C -1.0231 2.3137 -1.8886 0.0179
C 0.0580 0.1143 0.0384 0.9899
N 0.3060 -0.2332 1.4863 -0.0227
Si -1.0169 1.6565 -0.1772 -0.0667
H 0.3015 -4.1750 -3.0478 0.0016
H 2.3870 -2.8144 -2.6845 0.0004
H -1.8485 -3.4917 -2.0803 0.0001
H 2.4186 -0.9956 -1.3339 -0.0155
H -1.9272 -1.5254 -0.7795 0.0048
H 1.7471 -1.5381 0.8633 -0.0202
H 2.4647 -0.1886 1.8910 -0.0197
H 1.5561 -1.5727 2.6854 0.0032
H -0.7183 -1.5791 2.7477 0.0041
H -1.6412 -0.2175 2.0791 -0.0051
H -1.0989 -1.6374 1.0161 -0.0082
H 0.5896 3.2972 0.9988 -0.0050
H -1.2585 3.6498 1.0606 0.0008
H -0.7891 2.3412 2.0106 -0.0016
H -0.1283 2.9506 -2.0500 0.0002
H -1.2481 1.6395 -2.7628 -0.0011
H -1.8100 3.0256 -1.9495 0.0004
H 2.1312 1.3535 -0.1978 0.9455
H 0.2290 0.5857 2.0248 0.0034
H -2.2926 1.0500 0.0206 0.0342
```

Entry 5:
Density functional theory data (ωB97M-V with the def2-TZVPD basis set) for 2 unconnected molecules or ions with the total composition C11H20O at a distorted geometry.

Output
**SMILES string**: CC(=O)C(C)C.C=CC/C=C/C
**HOMO-LUMO gap**: 10.14 eV
**Strongest force on any atom**: 1.20 eV/A
**Net charge**: 0
**Spin multiplicity**: 1
**Relative energy (zero: lowest compared OMol25 entry of this formula, charge and spin)**: 101.42 kJ/mol
**Lowest unoccupied orbital energy**: 0.0286 Eh

The geometry in XYZ format:
```
32
Properties=species:S:1:pos:R:3:lowdin_charge:R:1
C 4.4785 -0.8716 -0.8687 -0.0134
C 3.8064 0.4490 -0.5996 -0.4371
O 4.2452 1.5116 -1.0001 0.0854
C 2.5753 0.3721 0.2534 -0.3860
C 2.9292 -0.0184 1.7137 -0.0535
C 1.7680 1.6674 0.2118 -0.0627
H 3.7411 -1.5713 -1.2676 0.0851
H 4.8898 -1.3344 0.0345 0.0812
H 5.3228 -0.7661 -1.5758 0.0930
H 1.9985 -0.4746 -0.1346 0.0990
H 3.3873 -1.0181 1.7541 0.0736
H 1.9989 -0.0690 2.3110 0.0836
H 3.5886 0.7152 2.1864 0.0880
H 2.3563 2.4300 0.7002 0.0779
H 0.8176 1.5479 0.7376 0.0772
H 1.5614 1.9897 -0.8175 0.0881
C -5.3245 1.7491 -0.4653 -0.0033
C -4.5151 0.9678 0.2600 -0.1945
C -4.2839 -0.4709 -0.0874 -0.2246
C -2.8596 -0.6748 -0.5403 -0.1423
C -1.9458 -1.4137 0.0661 -0.1754
C -0.5125 -1.5582 -0.3724 -0.1100
H -5.8971 1.3522 -1.3095 0.0591
H -5.4943 2.7875 -0.2177 0.0456
H -3.9425 1.4090 1.0726 0.1011
H -4.5042 -1.1377 0.7730 0.1179
H -4.9681 -0.7580 -0.9015 0.1109
H -2.5762 -0.1331 -1.4326 0.1087
H -2.2181 -1.9232 1.0066 0.1087
H 0.2073 -1.1705 0.3840 0.0564
H -0.2621 -2.6237 -0.5812 0.0828
H -0.3680 -0.9614 -1.2931 0.0797
```

Entry 6:
Density functional theory data (ωB97M-V with the def2-TZVPD basis set) for a molecular structure, C11H21AlCl3IO4P2 at a distorted geometry.

Output
**HOMO-LUMO gap (spin up / spin down)**: 6.23 / 7.00 eV
**Strongest force on any atom**: 5.79 eV/A
**Net charge**: +2
**Spin multiplicity**: 1
**Relative energy (zero: lowest compared OMol25 entry of this formula, charge and spin)**: 665.42 kJ/mol
**Lowest unoccupied orbital energy (spin up / spin down)**: -0.3609 / -0.3267 Eh

The geometry in XYZ format:
```
43
Properties=species:S:1:pos:R:3:lowdin_charge:R:1
C 0.0518 -0.9605 -3.3706 -0.0031
C 0.0808 0.1171 -2.3581 -0.3779
H 0.0656 -0.4935 -4.3709 0.1310
H -0.8485 -1.5820 -3.2654 0.0956
H 0.9160 -1.6323 -3.2659 0.0948
O 0.1100 1.3020 -2.6284 0.2014
I 0.1952 -1.1110 2.6576 1.0054
Al 0.1240 -0.5161 -0.3792 0.1681
P 2.4352 -0.5674 -0.2235 0.7769
C 3.2351 0.9609 0.3309 -0.2220
C 3.0467 -1.8299 0.9433 -0.2837
H 4.0819 -2.0985 0.6879 0.0767
H 4.3506 -0.9992 -1.6425 0.0834
H 2.4055 -2.7195 0.8816 0.0470
H 2.9091 -1.9297 -2.1549 0.0626
H 2.8566 1.2333 1.3305 -0.0239
H 2.9963 -1.4327 1.9663 0.0117
C 3.2599 -0.9557 -1.7862 -0.2196
H 4.3302 0.8372 0.3794 0.0936
H 3.0232 -0.1872 -2.5335 0.0673
H 2.9930 1.7860 -0.3561 0.0773
P -2.4195 -0.4448 -0.2747 0.8513
C -3.0553 1.1441 0.3098 -0.1561
C -3.1601 -0.7800 -1.8008 -0.2368
H -2.3954 -2.5820 0.8891 0.0567
H -4.0298 -1.8668 0.7038 0.0801
H -2.9108 -1.2612 1.9789 0.0521
C -2.9786 -1.6508 0.9518 -0.2147
H -2.8528 -1.7700 -2.1458 0.0693
H -4.2416 -0.7631 -1.6345 0.0869
H -4.1303 1.0912 0.3653 0.0849
H -2.7277 1.9420 -0.3571 0.0870
H -2.8744 -0.0220 -2.5305 0.0740
H -2.7314 1.4199 1.3044 0.0379
C 0.2108 1.4972 0.0910 -0.1800
O 0.1296 2.6098 0.4242 0.0903
Cl 0.3983 1.6431 4.8003 0.6307
C 0.1225 2.4013 3.2046 -1.4342
Cl -0.7653 3.9385 3.3963 0.7025
Cl 1.7632 2.8581 2.5980 0.6782
C -0.9595 1.4450 2.5599 -0.6022
O -1.9959 1.2968 3.1822 0.0436
O -1.0142 0.6324 1.1414 -0.6641
```

Number 1: E -1450.4086 Eh. Number 2: E -951.1632 Eh. Number 3: E -850.1591 Eh. Number 4: E -774.9245 Eh. Number 5: E -506.3183 Eh. Number 6: E -3335.3586 Eh.